The molecule C4H8N2 at a distorted geometry, computed with ωB97M-V with the def2-TZVPD basis set.

Structure (XYZ):
```
14
Properties=species:S:1:pos:R:3:forces:R:3
C -1.216595 -0.942536 0.353791 -0.1 -0.1 0.1
C -0.387162 1.329158 0.289102 0.0 0.2 0.0
C 2.006316 -0.097212 -0.030919 0.8 0.3 0.6
N -0.449941 0.043550 -0.384184 0.0 0.0 0.0
H 0.273719 1.322760 1.173377 -0.1 0.0 -0.1
H -1.392718 1.605730 0.618396 0.1 0.0 -0.1
C 0.830094 -0.433567 -0.871024 0.0 -0.1 -0.1
H -2.240549 -0.571118 0.468915 0.2 -0.1 0.0
N 2.924847 0.221839 0.595800 -0.9 -0.4 -0.6
H -0.028853 2.102574 -0.398745 0.0 -0.1 0.1
H 0.799140 -1.522796 -0.969251 0.0 0.1 -0.1
H -1.268959 -1.870849 -0.224348 0.0 0.1 0.1
H -0.817309 -1.172582 1.356908 0.0 0.0 -0.1
H 1.035008 -0.029209 -1.869796 0.0 0.0 0.1
```
Positions in Å, forces in eV/Å.

Calculated values
- electronic energy (Ha) = -266.6892
- 2S+1 = 1
- HOMO (eV) = -9.15
- SMILES = CN(C)CC#N
- orbital gap (eV) = 10.00

A structure of composition C4H8N2, computed with ωB97M-V with the def2-TZVPD basis set.

Structure (XYZ):
```
14
Properties=species:S:1:pos:R:3:forces:R:3
H -2.417874 -0.879770 0.265537 0.0 0.0 0.1
H 0.180837 0.850728 -1.951448 0.1 -0.1 0.0
H 1.189945 0.987438 0.828679 -0.1 0.0 0.0
N 1.614670 -1.013698 0.147287 0.1 -0.2 -0.1
C 1.577975 0.463759 -0.043249 0.0 0.3 0.0
C 0.618727 0.225282 -1.186016 0.2 0.0 -0.1
H 1.266309 -1.310742 1.052764 0.0 0.0 0.0
C -2.203299 0.155645 0.533064 0.2 -0.1 0.1
C 0.668622 -1.082214 -0.914870 -0.2 0.0 -0.1
H 0.229262 -1.982119 -1.320237 0.0 -0.1 0.0
H -2.796400 0.916176 0.014689 0.1 0.0 0.1
H -1.186191 1.403663 1.501505 0.0 0.0 0.1
H 2.552546 0.870577 -0.310565 0.1 0.0 0.0
N -1.295128 0.395276 1.382856 -0.4 0.1 -0.2
```
Positions in Å, forces in eV/Å.

Calculated values
- electronic energy (Ha) = -266.6163
- 2S+1 = 1
- HOMO (eV) = -8.35
- orbital gap (eV) = 9.45